Record 1
C12H26B2CdO6 as an isolated structure, computed with ωB97M-V/def2-TZVPD.

Output
F_max	5.92	eV/A
gap between HOMO and LUMO	5.39	eV
relative energy (zero: lowest compared OMol25 entry of this formula, charge and spin)	2.6670	eV
lowest unoccupied orbital energy	-3.81	eV
total charge	0
HOMO energy	-0.338	hartree
molecular weight	400.4	g/mol

Cartesian coordinates (Å):
H 4.366 -1.046 2.346
O -1.243 -3.722 1.123
H -2.133 -5.334 2.989
H -1.977 3.301 -5.840
C -1.065 6.172 -4.316
H -2.133 -6.460 1.680
O -1.664 3.038 -2.992
H -4.638 -0.536 -1.054
C 3.599 0.401 0.852
H 6.443 0.148 2.396
H -1.707 7.042 -4.178
C 4.291 0.022 2.144
H -6.297 -0.246 -0.597
C -0.284 -6.560 2.862
C -1.286 3.919 -5.267
B -5.275 -0.181 -0.258
H 6.502 1.140 -0.027
C -1.323 5.387 -5.662
H -5.065 0.868 -0.111
H -2.404 2.112 2.279
Cd -2.358 0.362 0.195
H -0.272 -6.306 3.922
H 6.109 -0.563 0.109
H -2.157 0.542 2.971
H 3.834 0.638 2.919
H -0.463 5.535 -6.315
C -1.471 -5.841 2.286
H -0.023 6.480 -4.233
C -0.777 -4.786 1.464
H 1.745 -5.968 2.778
H -5.127 -0.825 0.594
H -1.360 1.895 3.784
B -2.220 1.593 3.207
H -0.348 -7.638 2.711
O 0.559 -5.088 1.331
H 1.141 -6.996 1.390
C 5.766 0.439 0.365
O -1.176 5.197 -3.293
H -3.068 1.784 3.846
H -2.315 5.598 -6.061
C 0.926 -6.194 2.096
O 4.464 0.598 -0.090
H -0.360 3.344 -5.264
C -1.400 3.988 -3.763
C 5.638 0.639 1.849
H 5.648 1.679 2.177
O 2.359 0.426 0.655

Force components x, y, z for each atom (eV/Å):
-0.495 0.121 -0.062
0.690 -1.184 -0.294
0.265 -0.056 0.128
-0.319 0.009 0.700
0.947 -0.610 -1.371
0.185 0.010 -0.264
0.998 2.363 -1.971
2.746 -1.962 -4.092
-5.649 -1.619 0.722
0.104 0.010 -0.043
-0.186 -0.362 0.286
0.140 1.656 0.079
-3.697 -0.136 -1.741
-1.356 -1.868 1.629
0.011 -0.076 1.074
2.337 -0.020 1.494
-0.548 0.186 -0.609
1.118 0.014 0.598
0.669 4.639 1.127
-0.757 3.255 -4.382
-2.468 0.563 1.784
0.543 -0.299 0.020
0.013 -0.146 0.050
0.171 -5.334 -0.554
-0.376 -0.851 0.314
-0.626 0.675 -0.515
-0.127 0.265 -0.813
-0.051 0.408 -0.369
-0.111 1.703 0.222
0.281 0.080 -0.475
0.461 -2.196 3.516
3.765 1.116 1.197
0.837 -0.141 -0.071
-0.503 -0.094 0.750
-0.774 1.883 -0.845
0.633 -0.017 0.167
1.869 -0.012 0.830
-0.575 0.418 0.726
-3.919 0.235 1.690
0.401 0.290 -0.331
0.249 -0.289 -0.280
-0.043 1.060 -2.573
0.667 0.499 -0.946
-2.394 -3.771 2.253
1.134 -0.764 1.243
0.009 0.140 -0.451
3.730 0.209 0.452

=====

Record 2
An isolated molecule of C19H17N7O3, computed with ωB97M-V/def2-TZVPD.

Output
F_max	5.50	eV/A
gap between HOMO and LUMO	7.15	eV
relative energy (zero: lowest compared OMol25 entry of this formula, charge and spin)	2.5690	eV
lowest unoccupied orbital energy	-1.10	eV
total charge	0
HOMO energy	-0.303	hartree
SMILES	COc1ccc(Cc2nnc(N/N=C3\C(=O)Nc4ccccc43)n(N)c2=O)cc1
molecular weight	391.4	g/mol

Cartesian coordinates (Å):
H 0.460 2.726 1.952
C 2.398 -6.935 0.972
C 2.201 -4.404 -0.274
H 0.350 5.032 -1.138
H -5.046 4.299 4.394
H 0.434 0.351 -4.158
C 1.572 0.254 -1.504
H -3.989 5.122 3.197
C -4.700 4.285 3.394
N 0.312 -5.172 -1.623
H -1.090 0.472 -3.454
O -0.019 -3.242 -2.790
H 1.238 4.623 0.355
C -2.985 4.138 0.972
C 0.239 2.213 -1.965
H 4.173 -6.176 1.882
C 0.583 -3.840 -1.907
N 1.853 -1.068 -1.832
N 2.311 -2.105 -1.083
O -3.880 3.199 3.080
C 1.354 -6.651 0.087
C 3.270 -4.726 0.597
H -0.624 -5.472 -1.609
C 1.715 -3.284 -1.108
C 1.215 -5.492 -0.561
C -2.801 3.484 2.211
C 3.339 -5.944 1.282
C -1.895 4.417 0.184
O -0.797 2.696 -2.481
N -0.117 0.175 -3.334
C 0.539 4.281 -0.323
H -1.983 5.044 -0.709
H 1.285 -1.403 -2.654
H 2.389 -7.891 1.331
C -0.663 3.925 0.481
C -0.502 3.176 1.603
H 0.656 -7.464 -0.130
H 4.052 -4.077 0.887
C 0.981 2.956 -0.934
N 1.857 2.210 -0.140
N 0.537 0.901 -2.194
N 2.217 0.891 -0.488
C -1.526 2.996 2.542
H -1.349 2.483 3.542
H -5.605 4.493 2.743
H -3.959 4.505 0.702

Force components x, y, z for each atom (eV/Å):
-0.592 0.658 -0.906
-0.110 3.177 -0.815
-1.450 -2.500 -0.410
-0.012 -0.668 0.924
-0.011 -0.433 1.125
-0.022 0.443 -0.217
0.947 1.491 2.679
-1.122 0.358 0.683
0.585 2.435 -2.232
2.900 1.347 1.973
0.689 0.331 0.391
0.514 0.131 0.781
1.979 0.697 0.992
-0.268 -0.089 1.511
-3.140 2.508 -0.164
0.749 -0.036 0.739
-1.637 1.005 -2.503
-2.140 -0.802 -2.968
-0.912 -0.679 1.415
0.946 -1.037 -0.730
-0.579 -2.444 0.383
-1.397 0.150 -0.056
-1.164 -0.421 -0.189
2.447 1.128 0.584
2.036 2.660 0.113
-0.508 -0.672 -0.057
-1.617 -0.967 -1.863
-0.825 0.650 -0.975
1.931 -0.643 0.293
0.784 0.401 2.201
-1.185 -1.266 -3.124
-0.229 -0.301 0.239
0.205 0.704 1.201
0.414 -2.229 1.274
0.304 0.592 -0.229
0.711 -1.399 3.093
0.126 0.160 0.016
0.473 1.239 -0.318
3.093 -3.613 2.771
-1.689 0.639 -3.270
0.844 -2.401 -1.892
-1.716 0.006 -1.577
-0.734 -0.226 0.439
-0.296 0.670 -1.586
0.942 -0.794 0.305
-0.265 0.037 -0.044

=====

Record 3
A 2-piece molecular cluster, CH5BrN3O overall, computed with ωB97M-V/def2-TZVPD.

Output
F_max	5.29	eV/A
gap between HOMO and LUMO (spin up / spin down)	8.39 / 8.39	eV
relative energy (zero: lowest compared OMol25 entry of this formula, charge and spin)	2.0014	eV
lowest unoccupied orbital energy (spin up / spin down)	-6.00 / -6.00	eV
total charge	+1
HOMO energy (spin up / spin down)	-0.529 / -0.529	hartree
molecular weight	155.0	g/mol

Cartesian coordinates (Å):
Br 3.095 -0.079 -0.211
O 0.052 1.427 0.730
H 0.999 0.176 1.138
N 0.109 -0.992 -0.032
H 1.525 -1.621 1.254
N 1.158 -0.856 0.675
C -0.661 0.881 -0.059
H -2.145 -0.001 -1.012
N -1.744 0.883 -0.724
H -2.308 1.665 -0.861
H -0.080 -1.483 -0.898

Force components x, y, z for each atom (eV/Å):
-1.227 -0.696 0.417
-1.429 -0.071 -1.776
0.653 -2.049 -0.251
-3.343 2.532 -1.024
-0.066 0.218 -0.253
1.649 2.787 0.395
3.535 -2.112 3.318
0.204 0.084 -0.121
-0.292 -1.833 -0.833
-0.882 1.866 -0.072
1.200 -0.725 0.200

=====

Record 4
C28H27N5O3V as an isolated structure, computed with ωB97M-V/def2-TZVPD.

Output
F_max	0.87	eV/A
gap between HOMO and LUMO (spin up / spin down)	5.04 / 5.75	eV
relative energy (zero: lowest compared OMol25 entry of this formula, charge and spin)	0.6385	eV
2S+1	2
lowest unoccupied orbital energy (spin up / spin down)	-15.03 / -14.32	eV
total charge	+4
HOMO energy (spin up / spin down)	-0.737 / -0.738	hartree
molecular weight	532.5	g/mol

Cartesian coordinates (Å):
C 3.362 -1.439 3.619
H -6.149 -1.593 -2.264
C 1.160 2.976 -1.516
H 1.582 -5.357 -1.152
H -3.547 -0.201 1.701
N -0.266 0.505 1.299
H -0.352 3.046 0.067
H -4.172 -2.050 -3.523
H 0.996 1.225 2.799
H -5.258 0.103 4.331
H 4.343 0.461 3.922
C 2.610 -2.195 2.723
O 1.483 2.376 0.719
C -1.749 -0.165 -0.409
C 3.698 -0.134 3.288
H 2.605 0.294 -2.805
C -2.947 -0.570 -0.947
C -0.007 0.902 2.578
H -4.688 -0.362 -3.650
H -3.028 -0.228 5.090
C -0.789 -0.025 -2.514
C -1.963 -0.390 -3.116
H -3.373 1.478 4.771
H 1.976 4.149 -4.567
C 1.568 -4.281 -1.030
C 2.206 1.301 -2.783
H -3.809 -0.770 -0.326
H 2.355 2.791 0.819
C 2.368 2.160 -3.845
C -0.962 0.906 3.558
C 1.713 -2.342 0.357
H 3.414 1.433 1.864
N 1.514 -1.525 -0.715
C 2.204 -1.614 1.542
H 2.398 -3.234 2.932
H 1.299 -1.420 -2.780
H 0.064 0.243 -3.118
C -1.541 0.119 1.014
H 1.415 -3.844 -3.139
H 3.716 -1.882 4.541
H -0.691 1.238 4.553
O -4.536 0.119 3.688
H -2.013 -0.421 -4.198
C 1.465 -3.446 -2.135
C -4.372 -1.139 -2.940
C 1.268 3.871 -2.555
C 1.866 3.457 -3.741
V 1.128 0.411 -0.169
O -5.286 -1.345 -1.905
C -3.077 -0.704 -2.329
C 1.419 -2.084 -1.941
C -2.266 0.492 3.268
C 1.708 -3.714 0.233
C -2.538 0.095 1.955
H 2.892 1.828 -4.731
C 3.190 0.412 2.128
H 0.879 4.317 0.157
N 1.589 1.696 -1.641
C -3.340 0.482 4.308
N 2.423 -0.300 1.275
C 0.697 3.279 -0.119
H 0.926 4.891 -2.430
N -0.645 0.069 -1.164
H 1.864 -4.345 1.097

Force components x, y, z for each atom (eV/Å):
-0.027 -0.069 0.002
0.028 0.006 0.061
0.036 -0.120 0.003
0.001 -0.002 0.009
0.008 -0.006 0.010
-0.156 -0.083 0.070
-0.006 -0.015 -0.051
-0.041 0.010 -0.030
-0.024 0.034 0.017
0.016 -0.009 -0.063
-0.005 -0.001 0.001
0.067 0.015 0.009
-0.195 0.096 -0.029
0.060 -0.090 0.055
0.041 0.096 0.011
-0.010 -0.001 -0.034
-0.033 0.040 0.036
0.022 -0.130 -0.086
-0.022 -0.014 -0.014
-0.020 0.024 0.037
-0.022 0.074 0.110
0.049 0.003 -0.010
-0.028 -0.008 0.019
-0.003 0.015 0.009
0.007 -0.015 0.037
0.033 0.119 0.117
0.006 0.007 0.000
0.074 -0.149 0.016
0.014 0.003 0.003
0.031 -0.005 0.066
0.244 0.123 -0.048
0.058 0.015 0.043
0.006 -0.074 -0.037
0.116 0.034 -0.152
-0.004 -0.003 -0.005
-0.012 -0.008 -0.039
-0.008 -0.025 -0.038
0.071 0.007 -0.104
-0.002 -0.005 0.003
-0.001 0.003 0.003
0.003 0.008 -0.006
-0.033 0.008 0.114
-0.010 -0.009 0.001
-0.013 0.018 -0.086
0.134 0.029 0.167
-0.049 0.076 0.067
0.036 -0.045 -0.048
-0.516 0.237 0.662
-0.053 -0.018 -0.118
-0.059 -0.017 -0.125
-0.143 0.006 0.159
-0.013 -0.001 0.033
-0.079 -0.016 0.037
-0.045 -0.011 0.024
-0.011 0.005 -0.009
-0.133 -0.117 -0.049
0.006 -0.025 0.071
0.282 -0.279 -0.511
0.086 -0.027 -0.167
0.217 -0.004 0.123
0.050 0.121 -0.115
-0.010 -0.003 -0.006
-0.019 0.173 -0.224
0.002 -0.002 -0.001